2 unconnected molecules or ions with the total composition C4H8N2OP, computed with ωB97M-V/def2-TZVPD.

Results
highest occupied orbital energy (alpha / beta): -13.98 / -9.62 eV
relative energy (zero: lowest compared OMol25 entry of this formula, charge and spin): 367.98 kJ/mol
frontier orbital gap (alpha / beta): 10.7047 / 3.6363 eV
net charge: +1

Geometry as XYZ:
```
16
Properties=species:S:1:pos:R:3:nbo_charge:R:1
N 1.12257 0.00379 0.40886 -0.399
H 3.20404 0.33814 -0.19321 0.245
C 0.58422 -1.30414 -0.12500 0.010
H -0.32520 1.51495 -0.47445 0.270
P -5.32928 0.44883 -0.37829 0.968
H 2.01245 1.67946 -0.36702 0.233
N -1.26882 -0.07636 0.32563 -0.257
H -0.00703 1.28690 1.47483 0.249
H 1.32033 -2.04501 -0.47102 0.252
H 1.62244 -0.24537 1.21504 0.446
H 2.12919 0.55616 -1.51286 0.246
O -5.01001 -0.34307 0.76179 -0.957
C -0.79511 -1.18696 -0.16044 -0.024
H -1.29636 -2.07861 -0.47452 0.250
C -0.16776 0.81097 0.43994 -0.111
C 2.20432 0.64033 -0.46930 -0.421
```